(1)
C4H8NO3 | the ωB97M-V functional and the def2-TZVPD basis

Computed properties:
Kohn-Sham gap in eV: 7.94
SMILES string: C[C@@H](O)CNC(=O)[O-]

ORCA input file:
```
! RIJCOSX wB97M-V def2-TZVPD def2/J DEFGRID3
* xyz -1 1
C 0.86899 0.25590 0.54400
C -0.54774 -0.06577 0.99327
C -1.46018 -0.66089 -0.05547
O -0.51347 -0.96392 2.13042
N 0.99236 1.09403 -0.61703
C 0.97156 0.48160 -1.93301
O 0.67736 1.28200 -2.84333
O 1.12656 -0.75300 -1.93405
H 1.39223 0.67828 1.40608
H 1.41154 -0.65752 0.29698
H -0.96194 0.85775 1.40508
H -1.20901 -0.20582 -1.02472
H -2.50110 -0.46301 0.13752
H -1.11368 -1.69024 -0.21328
H 0.41159 -1.15656 2.31847
H 0.45494 1.96715 -0.61094
*
```

Mulliken population analysis, charges in e, atoms 1 to 5:
1 C -1.056
2 C 0.634
3 C -1.125
4 O -0.564
5 N -0.271

---

(2)
C4H8NO3 | the ωB97M-V functional and the def2-TZVPD basis

Computed properties:
Kohn-Sham gap (spin up / spin down) in eV: 10.40 / 6.31
<S²>: 0.76

ORCA input file:
```
! RIJCOSX wB97M-V def2-TZVPD def2/J DEFGRID3
* xyz 0 2
C -0.96204 2.63307 0.74866
C -1.06600 1.53219 1.89832
O 0.04185 0.97021 1.94405
O -2.15221 1.41290 2.48512
H -1.76908 3.36620 0.93842
H -1.00504 2.16513 -0.28959
H -0.09364 3.12710 0.82678
C 0.93281 -1.75362 0.19835
C 0.41736 -2.17133 -1.19439
O -0.52934 -2.86892 -1.42420
N 1.07181 -1.54553 -2.33748
H 0.52843 -1.55178 -3.20471
H 1.41178 -0.61151 -2.36102
H 0.40231 -0.78544 0.30694
H 1.94207 -1.40883 0.42920
H 0.82893 -2.50983 1.03555
*
```

Mulliken population analysis, charges in e, atoms 1 to 5:
1 C -0.812
2 C 0.752
3 O -0.307
4 O -0.530
5 H 0.279

---

(3)
C4H8NO3 | the ωB97M-V functional and the def2-TZVPD basis

Computed properties:
Kohn-Sham gap (spin up / spin down) in eV: 10.73 / 7.59
<S²>: 0.75

ORCA input file:
```
! RIJCOSX wB97M-V def2-TZVPD def2/J DEFGRID3
* xyz 0 2
O 1.41159 -0.93125 -1.09024
C 0.42245 -0.61194 -0.44735
N -0.72596 -0.26683 -1.02480
C -0.83231 0.10866 -2.53900
O -1.60091 1.13767 -2.67108
C 0.41032 -0.66166 1.09652
C 0.11974 0.62676 1.81363
O 1.07502 0.87418 2.84217
H -1.51400 0.22461 -0.63197
H -1.38321 -0.77325 -3.04142
H 0.16981 0.13877 -3.01357
H -0.10278 -1.53598 1.52879
H 1.34693 -1.19019 1.36980
H 0.17735 1.50333 1.13296
H -0.91511 0.68340 2.19628
H 1.94107 0.67372 2.47928
*
```

Mulliken population analysis, charges in e, atoms 1 to 5:
1 O -0.637
2 C 0.544
3 N -0.238
4 C -0.217
5 O -0.351

---

In the order shown, the computed energy relative to the best compared isomer or geometry (same formula, charge and spin) values come out to 117.43; 124.46; 152.08 kJ/mol.